A structure of composition C24H28AsNORhS4Si2, computed with ωB97M-V/def2-TZVPD.

Last column: natural (NBO) charge in e.
Element x y z (Å)
1 H -0.0074 -4.1671 4.2607  0.24
2 C 1.6604 -2.7263 -1.1472  -0.40
3 Si -0.9730 -3.9235 1.9918  1.41
4 H 0.3686 4.6709 3.2828  0.20
5 C 0.3091 3.7446 2.7242  -0.26
6 C -1.4926 1.3978 -2.5590  0.16
7 C 2.5616 -2.0469 -0.4131  -0.45
8 H -1.7626 -4.0099 4.3664  0.23
9 H -4.9353 -0.6839 1.0532  0.22
10 S 4.1706 -2.7310 -0.2602  0.31
11 C -1.0331 2.5404 -0.5964  0.24
12 S 2.2400 -4.2037 -1.9050  0.32
13 C 0.8547 2.5732 3.2328  -0.20
14 C -0.3055 3.7217 1.4876  -0.20
15 H -3.8964 1.3616 2.8631  0.22
16 C -0.9489 -4.4611 3.7919  -1.13
17 C -1.6865 3.6959 -1.1106  -0.25
18 H -3.9660 -2.0959 0.5890  0.24
19 C 0.7614 1.3946 2.5056  -0.26
20 S -0.0064 -2.2700 -1.3337  -0.24
21 C -2.1562 2.5126 -3.1342  -0.12
22 H -1.7935 -0.7457 -5.1687  0.21
23 H 0.3744 -4.6870 0.0780  0.25
24 C -3.9183 -1.0433 0.8699  -1.13
25 H 1.3710 -4.5925 1.5366  0.24
26 C 0.1303 1.3360 1.2602  -0.14
27 H -2.6437 -5.6059 1.2798  0.23
28 H -2.7550 4.5531 -2.7368  0.21
29 C -2.6953 2.4249 -4.4369  -0.18
30 H -3.4511 -4.1206 1.8046  0.22
31 H -2.9742 -1.5702 4.7305  0.24
32 C -2.5943 -4.5128 1.2533  -1.13
33 H -3.7445 -2.7372 3.6485  0.23
34 H -2.3269 1.2527 3.6817  0.24
35 H 1.3531 2.5752 4.1954  0.20
36 H -2.9885 1.2088 -6.1563  0.21
37 H 0.2515 -5.9434 1.3106  0.22
38 C -3.5960 -1.6724 3.8384  -1.12
39 H -1.7533 4.5878 -0.5078  0.21
40 As -0.6123 -1.5972 2.1500  -0.34
41 H 1.1858 0.4918 2.9262  0.23
42 H -3.2028 3.2877 -4.8535  0.20
43 H -4.5724 -1.2256 4.0520  0.22
44 H -0.8488 -0.6257 -2.9179  0.25
45 H -2.3978 1.6213 1.9626  0.24
46 S 2.2003 -0.5272 0.3645  0.06
47 C 3.8936 -4.1460 -1.2887  0.19
48 Rh 0.0049 -0.3442 0.1264  0.35
49 Si -2.8138 -0.7962 2.3667  1.38
50 H -3.5184 -0.4886 0.0142  0.24
51 C -0.3951 2.5393 0.7423  -0.10
52 H -1.0441 -5.5493 3.8604  0.22
53 N -0.9674 1.4307 -1.3004  -0.49
54 C 0.3873 -4.8694 1.1469  -1.13
55 H -2.6772 -4.1975 0.2110  0.24
56 H -0.7126 4.6463 1.0998  0.19
57 C -1.3761 0.2246 -3.3363  -0.15
58 C -2.5753 1.2724 -5.1576  -0.22
59 C -1.9014 0.1660 -4.5944  -0.22
60 O 4.7423 -4.9626 -1.5494  -0.60
61 C -2.8580 1.0314 2.7540  -1.13
62 C -2.2442 3.6801 -2.3454  -0.12

Its lowest unoccupied orbital energy is 1.8 eV. The net charge is -1. The value obtained for the energy relative to the best compared isomer or geometry (same formula, charge and spin) is 0.0 kJ/mol. As for the HOMO-LUMO gap: 5.825 eV. The value obtained for the HOMO energy is -3.979 eV.



A cluster of 10 separate species, C48H62F4N6 in total, computed with ωB97M-V/def2-TZVPD.

Last column: Löwdin charge in e.
Element x y z (Å)
1 C -29.2451 -1.8426 14.5469  -0.07
2 C -27.8744 -2.7524 21.8447  -0.18
3 H -30.7118 -6.2799 20.3646  0.06
4 C -28.3735 0.8305 21.8647  -0.29
5 H -30.2044 5.4465 19.9678  0.07
6 C -33.2925 4.5143 10.4551  -0.08
7 H -34.2006 -1.5863 17.2350  0.12
8 C -29.8374 -0.5802 23.7751  -0.09
9 H -26.9554 -3.5576 20.0648  0.11
10 H -28.9815 -3.3977 18.8117  0.07
11 H -37.8870 2.7208 17.7617  0.06
12 H -38.6396 1.3487 21.9093  0.11
13 H -32.6115 -2.0388 15.7970  0.11
14 C -28.6409 0.0227 24.1149  -0.08
15 H -32.8026 -1.2568 11.0943  0.08
16 C -31.6534 3.1051 18.5273  -0.17
17 H -31.7328 -6.7637 18.9815  0.07
18 H -27.0416 -1.8012 20.1805  0.10
19 N -32.2363 -1.7236 19.6138  0.18
20 F -27.5321 1.1837 20.8740  0.06
21 H -29.4690 4.2349 21.0214  0.07
22 H -37.5620 1.5215 24.0773  0.10
23 H -33.6643 0.3146 14.9914  0.06
24 C -38.4743 3.4914 17.2622  -0.10
25 F -37.3635 0.6459 19.7123  0.04
26 C -27.8582 0.6540 23.1439  -0.02
27 C -34.6798 4.6121 10.5351  -0.03
28 H -32.7968 5.0931 9.6896  0.11
29 H -33.6976 0.0863 17.5500  0.10
30 H -29.9482 0.4119 20.5204  0.11
31 C -29.6133 0.2791 21.5437  -0.05
32 C -32.7231 -1.3824 18.6336  -0.21
33 H -32.1067 -7.3180 20.5800  0.07
34 C -32.6271 3.7762 11.4107  -0.09
35 H -29.9564 -0.6107 8.6582  0.12
36 C -35.3701 3.9614 11.5120  -0.28
37 C -35.6686 0.7486 23.4258  -0.10
38 C -27.5968 -2.7254 20.3544  -0.23
39 H -37.4243 2.9111 13.9860  0.10
40 N -29.8177 1.8508 17.1257  0.15
41 H -32.8290 2.3653 13.0579  0.09
42 C -32.6094 0.1649 15.2334  -0.12
43 H -29.7898 -2.4453 20.0427  0.03
44 C -29.9728 4.3854 20.0695  -0.09
45 H -33.9795 -5.6065 18.5011  0.12
46 H -31.6536 1.0083 9.3715  0.10
47 H -28.3053 -1.7673 22.0233  0.06
48 H -35.2483 2.5890 13.1851  0.09
49 C -33.3402 -0.9312 17.3798  -0.17
50 C -36.7880 0.7724 20.9288  -0.28
51 H -30.9335 2.5774 20.5114  0.08
52 H -32.2424 1.0685 15.7166  0.06
53 C -38.6417 3.0973 15.8004  -0.24
54 N -31.1183 -3.4776 9.3696  0.15
55 C -34.7079 3.1608 12.4448  -0.01
56 F -36.7005 4.1279 11.6453  0.06
57 H -35.3481 0.7129 24.4621  0.10
58 C -33.3226 3.0988 12.4370  -0.07
59 C -32.5786 -5.1893 20.1781  -0.26
60 C -32.3861 -1.0364 16.1493  -0.23
61 H -31.2158 -0.9537 22.1334  0.09
62 N -35.1944 2.3881 16.1244  0.17
63 H -31.9436 3.9615 17.9184  0.13
64 C -34.9085 -4.3808 19.9264  -0.25
65 H -28.2188 -0.0063 25.1113  0.11
66 H -31.3597 -0.9151 16.4922  0.08
67 C -29.0568 -3.1644 12.4918  -0.07
68 H -29.7220 -0.9970 15.0151  0.09
69 H -37.9327 4.4400 17.3195  0.08
70 H -39.3758 3.6789 17.8429  0.07
71 C -28.3005 -2.6792 15.1290  -0.01
72 C -33.9793 -5.4796 19.5789  -0.19
73 C -37.5969 1.0821 22.0085  -0.01
74 H -39.5249 3.5258 15.3259  0.11
75 N -35.6758 -3.5629 20.1669  0.13
76 C -29.6334 -2.1670 13.2578  -0.10
77 H -37.1076 4.3870 14.8492  0.13
78 C -37.0019 1.0592 23.2733  -0.09
79 H -26.9779 -2.9123 22.4389  0.13
80 H -31.5492 3.6708 11.3875  0.10
81 H -32.4515 2.3581 18.5326  0.11
82 C -37.3477 3.3277 14.9903  -0.19
83 H -31.6955 -0.1524 11.7845  0.05
84 C -36.1462 2.7829 15.6224  -0.24
85 H -29.2813 -3.3364 11.4488  0.08
86 C -30.3209 -0.4460 22.4723  -0.09
87 H -29.2631 4.1489 19.2715  0.07
88 H -29.9560 -0.8262 10.3368  0.11
89 H -30.3648 -1.4844 12.8278  0.07
90 H -35.2191 5.2025 9.8026  0.12
91 H -34.3862 -6.3334 20.1259  0.12
92 C -28.1565 -4.0131 13.1146  -0.01
93 H -32.5944 -0.4156 8.9032  0.11
94 C -31.8672 -0.0280 9.6198  -0.23
95 H -38.8261 2.0293 15.6458  0.11
96 C -28.8622 -2.5426 19.4740  -0.10
97 H -33.8474 0.0701 22.3777  0.10
98 C -28.9626 -3.6458 22.2892  -0.22
99 C -30.8922 -2.3539 9.3793  -0.25
100 H -28.7918 -1.5908 18.9490  0.06
101 F -26.7600 -4.4446 14.9793  0.06
102 H -32.6744 -4.8438 21.2041  0.11
103 C -35.4448 0.4754 21.0836  -0.02
104 C -32.4645 -0.2202 11.0078  -0.11
105 H -27.7183 -4.8884 12.6501  0.12
106 N -29.7630 -4.3483 22.7156  0.15
107 H -27.9694 -2.4948 16.1460  0.11
108 H -32.1861 -4.3772 19.5657  0.08
109 C -34.8493 0.4742 22.3347  -0.06
110 H -26.8196 0.9176 23.3025  0.12
111 C -27.7393 -3.7216 14.4082  -0.28
112 H -30.4278 -0.9759 24.5909  0.11
113 H -34.9721 0.2196 20.1406  0.10
114 H -32.1114 0.0670 14.2656  0.05
115 C -30.6120 2.4052 17.7449  -0.24
116 C -31.7347 -6.4514 20.0292  -0.11
117 C -31.1909 3.4641 19.9284  -0.25
118 H -33.2682 0.4616 11.2742  0.06
119 C -30.6197 -0.9236 9.4670  -0.19
120 H -32.0417 3.8821 20.4715  0.11

Its lowest unoccupied orbital energy is 0.5 eV. The SMILES is Fc1ccccc1.Fc1ccccc1.Fc1ccccc1.Fc1ccccc1.CCCC#N.CCCC#N.CCCC#N.CCCC#N.CCCC#N.CCCC#N. The value obtained for the energy relative to the best compared isomer or geometry (same formula, charge and spin) is 72.5 kJ/mol. As for the HOMO-LUMO gap: 9.596 eV. The value obtained for the HOMO energy is -9.127 eV.



A structure of composition C13H17ClHoO, computed with ωB97M-V/def2-TZVPD.

Last column: natural (NBO) charge in e.
Element x y z (Å)
1 Cl 2.6559 0.9364 0.4382  -0.62
2 H -1.2641 -0.1614 3.8263  0.21
3 C 1.1441 2.0936 -2.5042  -0.36
4 H -1.1865 -2.2528 0.6928  0.23
5 H -2.1662 2.4490 1.3266  0.20
6 H 2.1900 -0.6268 -4.1367  0.20
7 C 0.2315 0.2489 -3.5199  -0.37
8 H -3.8243 1.8888 1.4381  0.18
9 H -1.3833 1.5967 3.5519  0.20
10 C -0.0819 -2.1845 0.7056  -0.40
11 H -2.7074 -0.4713 1.8426  0.14
12 C -0.0805 1.4577 -2.8452  -0.42
13 H 1.2476 3.0806 -2.0644  0.22
14 C -2.8259 1.5990 1.1922  -0.61
15 C 0.7480 -1.8320 1.8260  -0.31
16 H -1.0687 1.8859 -2.7268  0.21
17 Ho 0.5338 0.0392 -0.3417  1.76
18 H 2.9312 -1.9437 2.1468  0.21
19 C 2.0929 -1.9797 1.4612  -0.26
20 C 2.2040 1.2756 -2.9694  -0.30
21 C 1.6388 0.1379 -3.5929  -0.33
22 O -0.9843 0.3453 1.1168  -0.94
23 H 0.4935 -2.7640 -1.4146  0.23
24 H 3.0537 -2.6802 -0.4137  0.22
25 H -0.4824 -0.4102 -4.0018  0.20
26 H -2.8522 0.6428 3.9730  0.19
27 C -2.1590 0.4674 1.9113  0.11
28 H 3.2600 1.5322 -2.9463  0.21
29 C 0.8041 -2.4607 -0.4084  -0.48
30 H 0.4003 -1.6101 2.8340  0.21
31 H -2.8078 1.3905 0.1257  0.21
32 C 2.1560 -2.3299 0.0907  -0.33
33 C -1.9110 0.6397 3.3862  -0.62

Its lowest unoccupied orbital energy (spin up / spin down) is 3.2 / 3.2 eV. The net charge is -1. The value obtained for the energy relative to the best compared isomer or geometry (same formula, charge and spin) is 0.0 kJ/mol. As for the HOMO-LUMO gap (spin up / spin down): 7.448 / 7.499 eV. The value obtained for the HOMO energy (spin up / spin down) is -4.231 / -4.283 eV. Its spin multiplicity is 5.



> Look up the energy relative to the best compared isomer or geometry (same formula, charge and spin) of the first one.

0.0 kJ/mol



> Which formula does entry 2 have?

C48H62F4N6



Copy entry 3 word for word.
A structure of composition C13H17ClHoO, computed with ωB97M-V/def2-TZVPD.

Last column: natural (NBO) charge in e.
Element x y z (Å)
1 Cl 2.6559 0.9364 0.4382  -0.62
2 H -1.2641 -0.1614 3.8263  0.21
3 C 1.1441 2.0936 -2.5042  -0.36
4 H -1.1865 -2.2528 0.6928  0.23
5 H -2.1662 2.4490 1.3266  0.20
6 H 2.1900 -0.6268 -4.1367  0.20
7 C 0.2315 0.2489 -3.5199  -0.37
8 H -3.8243 1.8888 1.4381  0.18
9 H -1.3833 1.5967 3.5519  0.20
10 C -0.0819 -2.1845 0.7056  -0.40
11 H -2.7074 -0.4713 1.8426  0.14
12 C -0.0805 1.4577 -2.8452  -0.42
13 H 1.2476 3.0806 -2.0644  0.22
14 C -2.8259 1.5990 1.1922  -0.61
15 C 0.7480 -1.8320 1.8260  -0.31
16 H -1.0687 1.8859 -2.7268  0.21
17 Ho 0.5338 0.0392 -0.3417  1.76
18 H 2.9312 -1.9437 2.1468  0.21
19 C 2.0929 -1.9797 1.4612  -0.26
20 C 2.2040 1.2756 -2.9694  -0.30
21 C 1.6388 0.1379 -3.5929  -0.33
22 O -0.9843 0.3453 1.1168  -0.94
23 H 0.4935 -2.7640 -1.4146  0.23
24 H 3.0537 -2.6802 -0.4137  0.22
25 H -0.4824 -0.4102 -4.0018  0.20
26 H -2.8522 0.6428 3.9730  0.19
27 C -2.1590 0.4674 1.9113  0.11
28 H 3.2600 1.5322 -2.9463  0.21
29 C 0.8041 -2.4607 -0.4084  -0.48
30 H 0.4003 -1.6101 2.8340  0.21
31 H -2.8078 1.3905 0.1257  0.21
32 C 2.1560 -2.3299 0.0907  -0.33
33 C -1.9110 0.6397 3.3862  -0.62

Its lowest unoccupied orbital energy (spin up / spin down) is 3.2 / 3.2 eV. The net charge is -1. The value obtained for the energy relative to the best compared isomer or geometry (same formula, charge and spin) is 0.0 kJ/mol. As for the HOMO-LUMO gap (spin up / spin down): 7.448 / 7.499 eV. The value obtained for the HOMO energy (spin up / spin down) is -4.231 / -4.283 eV. Its spin multiplicity is 5.